Computed, not measured: C28H17CeCl8N6O10 as an isolated structure in a non-equilibrium geometry, with ωB97M-V/def2-TZVPD.

Values from the calculation:
lowest unoccupied orbital energy (alpha / beta) = 0.564 / 0.565 eV
largest force on an atom = 0.030 hartree/bohr
energy = -6314.95998 hartree
ΔE to the lowest compared entry with this formula, charge and spin = 4.5 kcal per mole
orbital gap (alpha / beta) = 6.748 / 6.749 eV
highest occupied orbital energy (alpha / beta) = -0.22726 / -0.22726 hartree

ORCA input file:
```
! RIJCOSX wB97M-V def2-TZVPD def2/J DEFGRID3
* xyz -1 1
Ce 0.2261 -0.3272 0.2411
O 0.5613 -4.5401 1.2027
C 0.3333 -3.5637 0.5182
O -0.1661 -2.4387 0.9054
C 0.6303 -3.6679 -1.0073
C -0.3671 -2.8625 -1.8588
C -0.2572 -3.3022 -3.3256
C 1.0915 -2.6571 -3.7402
C 1.5043 -1.9519 -2.4394
O 0.2232 -1.5433 -1.9035
C 1.9860 -3.0136 -1.4305
C 2.7547 -2.3776 -0.2453
O 3.7381 -2.9488 0.1794
O 2.2683 -1.2586 0.1765
H 0.6018 -4.7283 -1.2411
H -1.3769 -2.8148 -1.4605
H -1.0881 -2.8990 -3.9038
H -0.2624 -4.3864 -3.4186
H 0.9641 -1.9352 -4.5456
H 1.8401 -3.3859 -4.0444
H 2.1562 -1.0885 -2.5583
H 2.6594 -3.7328 -1.8865
Cl -5.8965 1.3543 -4.3163
C -4.7383 0.7488 -3.1670
C -3.5064 1.3690 -3.0519
C -2.6101 0.8800 -2.1270
Cl -1.0037 1.5264 -1.9943
C -2.8756 -0.2019 -1.2518
O -2.0317 -0.5885 -0.3622
C -4.1311 -0.8144 -1.4701
Cl -4.5031 -2.2173 -0.5236
C -5.0511 -0.3555 -2.3928
H -3.2441 2.2102 -3.6780
H -5.9968 -0.8654 -2.5050
Cl -2.4206 1.4384 2.0899
C -1.2888 0.7953 3.2370
C -0.1747 0.1305 2.7291
C 0.6669 -0.4140 3.7015
Cl 2.0090 -1.3611 3.1443
C 0.4672 -0.2568 5.0695
Cl 1.5790 -0.9228 6.2046
C -0.6422 0.4524 5.5188
Cl -0.9133 0.6701 7.2055
C -1.5405 0.9736 4.5910
Cl -2.9355 1.8322 5.1288
N 1.6390 4.6226 3.0891
N 1.0884 4.0315 1.9784
N 1.2668 4.4993 0.7672
C 0.6240 3.5885 0.0505
N 0.0794 2.6283 0.8133
N 0.4023 2.9310 2.0512
H 1.5856 5.6264 2.9985
H 1.1580 4.2768 3.9075
H 0.5297 3.6414 -1.0180
O 3.4913 1.0998 -2.1130
C 2.9128 1.2318 -1.0477
O 1.6428 1.1454 -0.8580
C 3.7331 1.5915 0.1880
C 3.2074 1.4731 1.4695
C 3.9610 1.8117 2.5834
C 5.2485 2.2847 2.4254
C 5.7740 2.3916 1.1420
C 5.0335 2.0387 0.0255
N 7.1347 2.8707 0.9773
O 7.7667 3.1688 1.9780
O 7.5839 2.9601 -0.1497
H 2.2045 1.0839 1.6056
H 3.5426 1.6880 3.5740
H 5.8559 2.5654 3.2724
H 5.4490 2.0911 -0.9705
*
```

Results of the Mulliken charge analysis, in e, for atoms 1 through 6: 0.2211, -0.7281, -0.0592, -0.3594, 0.0310, 0.0570



Computed, not measured: one molecule with the formula C20H27N3O5S in a non-equilibrium geometry, with ωB97M-V/def2-TZVPD.

Values from the calculation:
lowest unoccupied orbital energy = 0.323 eV
largest force on an atom = 0.020 hartree/bohr
energy = -1716.99562 hartree
ΔE to the lowest compared entry with this formula, charge and spin = 65.4 kcal per mole
SMILES string = CCOCCCNC(=S)N(CCO)Cc1cc2cc3c(cc2[nH]c1=O)OCCO3
orbital gap = 8.099 eV
highest occupied orbital energy = -0.28576 hartree

ORCA input file:
```
! RIJCOSX wB97M-V def2-TZVPD def2/J DEFGRID3
* xyz 0 1
C -0.3014 2.0191 -2.6751
C 0.1387 1.4642 -1.3231
O 0.7517 0.1917 -1.3962
C 2.0651 0.1667 -1.9472
C 2.1224 -0.4863 -3.3361
H 2.9764 -0.0832 -3.8818
H 1.2133 -0.2391 -3.8886
C 2.2792 -2.0110 -3.2652
N 1.1867 -2.6415 -2.5684
C 1.2308 -2.9352 -1.2492
N 0.0707 -3.2784 -0.6400
C -1.1850 -3.4211 -1.3476
H -1.8351 -4.0457 -0.7313
H -1.0115 -3.9401 -2.2962
C -1.9432 -2.1072 -1.6163
H -2.9217 -2.3648 -2.0322
H -2.0976 -1.5737 -0.6726
O -1.3194 -1.2751 -2.5621
H -0.5949 -0.7862 -2.1230
C 0.0214 -3.4097 0.8060
C -0.4267 -2.1192 1.4371
C 0.3955 -1.0500 1.5400
C -0.0572 0.1973 2.0604
C 0.7564 1.3300 2.1350
C 0.2681 2.5222 2.6272
C -1.0577 2.5925 3.0975
C -1.8813 1.4836 3.0122
C -1.3967 0.2886 2.4897
N -2.1952 -0.8190 2.3867
C -1.8173 -2.0416 1.8727
O -2.6290 -2.9505 1.8017
H -3.1548 -0.7536 2.7058
H -2.8965 1.5660 3.3668
O -1.5708 3.7334 3.6462
C -0.5899 4.6920 3.9823
C 0.4157 4.8346 2.8423
H 1.1773 5.5798 3.0754
O 1.0965 3.6167 2.6396
H -0.1165 5.1246 1.9253
H -1.1216 5.6266 4.1650
H -0.0626 4.3816 4.8944
H 1.7793 1.2828 1.7985
H 1.4207 -1.1275 1.2106
H -0.6814 -4.2036 1.0679
H 1.0247 -3.6723 1.1511
S 2.6814 -2.9691 -0.4305
H 0.2777 -2.4483 -2.9725
H 3.2024 -2.2673 -2.7405
H 2.3224 -2.4198 -4.2793
H 2.6861 -0.4084 -1.2529
H 2.4585 1.1866 -1.9948
H -0.7316 1.3173 -0.6765
H 0.8168 2.1713 -0.8263
H -0.9743 1.3210 -3.1675
H 0.5566 2.1970 -3.3194
H -0.8217 2.9612 -2.5250
*
```

Results of the natural (NBO) charge analysis, in e, for atoms 1 through 6: -0.6486, -0.0575, -0.5798, -0.0854, -0.4386, 0.2160